No. 1
{
  "formula": "C19H39O3P3STi",
  "method": "ωB97M-V/def2-TZVPD",
  "multiplicity": 1,
  "e_homo_ev": [-20.74, -20.75],
  "total_charge": 4,
  "symbols": ["P", "C", "H", "H", "H", "C", "H", "H", "H", "C", "H", "H", "H", "P", "C", "H", "H", "H", "C", "H", "H", "H", "C", "H", "H", "H", "P", "C", "H", "H", "H", "C", "H", "H", "H", "C", "H", "H", "H", "Ti", "C", "O", "C", "O", "C", "C", "C", "C", "C", "C", "H", "H", "H", "H", "H", "H", "C", "S", "C", "O", "H", "H", "H", "H", "H", "H"],
  "xyz": [[3.1360, -0.5417, -0.0966], [3.6865, -0.7044, 1.6209], [4.7633, -0.9262, 1.6210], [3.1386, -1.5203, 2.1054], [3.5049, 0.2292, 2.1643], [3.6143, -2.1801, -0.7371], [3.5314, -2.2212, -1.8285], [2.9463, -2.9362, -0.3040], [4.6510, -2.3852, -0.4378], [4.4185, 0.5602, -0.7730], [5.3923, 0.0550, -0.7106], [4.4377, 1.4874, -0.1863], [4.1904, 0.8045, -1.8171], [-0.8203, 2.7121, -0.5746], [-0.9621, 3.4925, 1.0551], [-1.3666, 4.5070, 0.9291], [0.0114, 3.5436, 1.5529], [-1.6472, 2.8994, 1.6716], [0.1120, 3.9928, -1.4838], [0.0738, 3.8117, -2.5640], [1.1604, 3.9869, -1.1636], [-0.3335, 4.9719, -1.2583], [-2.5177, 3.0135, -1.1776], [-2.6727, 4.0992, -1.2667], [-3.2334, 2.5983, -0.4571], [-2.6851, 2.5408, -2.1509], [-2.7223, -2.2460, 0.1417], [-3.5175, -2.3547, 1.7292], [-4.3729, -3.0400, 1.6318], [-3.8801, -1.3646, 2.0377], [-2.8329, -2.7485, 2.4946], [-3.9135, -2.1300, -1.1799], [-4.6942, -2.8818, -0.9999], [-3.4425, -2.3316, -2.1510], [-4.3708, -1.1321, -1.1921], [-1.6247, -3.6372, -0.1094], [-2.2558, -4.5387, -0.1851], [-0.9252, -3.7668, 0.7280], [-1.0497, -3.5395, -1.0395], [0.1532, 0.0256, -1.3306], [1.3165, 1.2354, 0.3284], [1.6791, 1.8275, 1.2710], [-1.7602, -0.6156, 0.0798], [-1.9236, 0.2522, 0.9362], [-1.2151, -0.1479, -2.8986], [-0.6156, -1.3984, -2.6793], [0.7768, -1.5125, -2.6149], [1.5752, -0.3767, -2.8180], [0.9915, 0.8719, -3.0485], [-0.4109, 0.9825, -3.0963], [-2.2962, -0.0399, -2.8734], [-1.2408, -2.2819, -2.5661], [1.2329, -2.4825, -2.4048], [2.6648, -0.4603, -2.8191], [1.6086, 1.7588, -3.1515], [-0.8754, 1.9427, -3.2982], [0.6248, -3.1081, 3.2788], [-0.0919, -1.6035, 2.6208], [0.6290, -0.4527, 3.8020], [0.6454, -1.3704, 1.3077], [0.1940, -3.2641, 4.2760], [1.7125, -2.9933, 3.3327], [0.3533, -3.9379, 2.6201], [1.7206, -0.4446, 3.7001], [0.2114, 0.5352, 3.5940], [0.3197, -0.7851, 4.7993]],
  "lowdin_charge": [0.91, -0.20, 0.10, 0.04, 0.06, -0.20, 0.05, 0.07, 0.09, -0.19, 0.09, 0.08, 0.05, 0.86, -0.20, 0.10, 0.06, 0.07, -0.20, 0.06, 0.07, 0.09, -0.20, 0.09, 0.07, 0.05, 0.88, -0.15, 0.10, 0.09, 0.07, -0.14, 0.10, 0.07, 0.09, -0.14, 0.11, 0.05, 0.05, 0.77, -0.17, 0.12, -0.31, -0.04, -0.09, -0.10, -0.08, -0.12, -0.09, -0.13, 0.16, 0.12, 0.16, 0.13, 0.17, 0.13, -0.20, 0.87, -0.19, -0.63, 0.09, 0.07, 0.06, 0.06, 0.06, 0.09]
}

***

No. 2
{
  "formula": "C2H4INO3S",
  "method": "ωB97M-V/def2-TZVPD",
  "e_above_lowest_ev": 0.084,
  "multiplicity": 1,
  "e_homo_ev": -10.29,
  "symbols": ["C", "C", "N", "O", "O", "O", "S", "I", "H", "H", "H", "H"],
  "xyz": [[-0.9785, 0.6664, 0.1068], [-0.1035, -0.5951, 0.2211], [-0.6594, 1.8068, -0.2804], [-2.2547, 0.2830, 0.4947], [-3.9201, 1.9431, 1.1212], [-3.2325, 1.7640, -1.2458], [-3.4495, 1.1861, 0.0146], [-4.9216, -0.6346, -0.1970], [-0.7816, -1.4252, -0.0543], [0.8104, -0.2687, -0.3928], [0.1019, -0.6507, 1.3071], [0.3378, 1.7114, -0.7144]],
  "lowdin_charge": [-0.53, 0.01, 0.16, -0.30, -0.32, -0.30, 0.15, 0.72, 0.09, 0.11, 0.09, 0.12]
}

***

No. 3
{
  "formula": "H60O30",
  "method": "ωB97M-V/def2-TZVPD",
  "e_above_lowest_ev": 3.001,
  "multiplicity": 1,
  "e_homo_ev": -8.99,
  "symbols": ["O", "O", "O", "O", "O", "O", "O", "O", "O", "O", "O", "O", "O", "O", "O", "O", "O", "O", "O", "O", "O", "O", "O", "O", "O", "O", "O", "O", "O", "O", "H", "H", "H", "H", "H", "H", "H", "H", "H", "H", "H", "H", "H", "H", "H", "H", "H", "H", "H", "H", "H", "H", "H", "H", "H", "H", "H", "H", "H", "H", "H", "H", "H", "H", "H", "H", "H", "H", "H", "H", "H", "H", "H", "H", "H", "H", "H", "H", "H", "H", "H", "H", "H", "H", "H", "H", "H", "H", "H", "H"],
  "xyz": [[1.6365, 1.4698, 0.7918], [-0.8223, 0.8496, 1.6766], [0.5249, 0.2119, -1.9135], [2.4326, -1.3146, -0.3586], [-1.9982, 1.0027, -0.8270], [-1.2871, -1.9749, 1.9892], [0.4681, -2.4964, -1.8739], [-0.0348, 2.9676, -1.1054], [3.0955, -1.2901, 2.3469], [3.8104, 1.0583, -1.7353], [-1.9217, -3.4145, -0.5373], [0.0242, 2.1592, 3.9367], [1.1045, -2.5492, 3.8093], [-2.2516, -1.2435, -3.1787], [2.8182, 3.9103, 1.2896], [-2.0020, 3.7630, 1.7897], [-3.2043, -0.4112, 3.5589], [-4.5951, -1.2448, 0.2203], [0.1401, 5.1260, 0.6680], [5.0901, 2.4090, 0.5271], [5.1224, 0.9280, 2.7057], [-4.3263, 1.8679, 2.0948], [2.7529, -3.3716, -3.3727], [-1.7847, 1.1152, -4.6812], [1.3359, 0.1047, -5.2538], [-0.3242, -0.9842, 5.8973], [-5.1454, 1.6238, -0.5495], [-1.2367, -5.6687, 0.8764], [3.8990, 3.3289, -3.2053], [-1.9477, -4.0524, -3.4407], [1.9233, 0.7375, 0.1593], [0.7973, 1.2468, 1.1032], [-1.3184, 1.0611, 0.9222], [-1.0107, -0.0713, 1.9241], [0.3177, -0.7356, -2.0121], [0.5134, 0.6206, -2.7982], [3.2925, -1.6951, -0.6127], [1.7441, -1.8946, -0.7804], [-2.8842, 0.6068, -0.8883], [-1.3734, 0.4441, -1.3831], [-1.4661, -2.4324, 1.1864], [-0.5484, -2.4020, 2.4083], [0.8687, -3.0866, -2.5302], [-0.1761, -3.0333, -1.4276], [0.6696, 2.2940, -0.8848], [-0.8141, 2.4359, -1.1591], [3.6921, -0.5162, 2.5387], [2.7544, -1.1666, 1.4857], [3.7648, 1.9052, -2.1855], [2.9556, 0.6351, -1.8835], [-1.8604, -4.3053, -0.1309], [-2.6964, -3.3041, -1.1199], [0.1686, 1.3724, 4.4252], [-0.4532, 1.9180, 3.1867], [1.3227, -3.4344, 4.1485], [1.8509, -2.2403, 3.2722], [-2.2278, -2.2212, -3.2228], [-3.1946, -1.0944, -2.9433], [2.1659, 4.3674, 0.7653], [2.4589, 3.0027, 1.3749], [-2.1000, 2.8359, 1.9611], [-2.7124, 3.9118, 1.2180], [-2.8658, -0.0523, 4.3680], [-2.4962, -1.0267, 3.2331], [-5.1927, -1.1596, 0.9231], [-4.1298, -2.0993, 0.4078], [0.1495, 4.5250, -0.0869], [-0.5391, 4.8929, 1.3834], [4.5265, 3.1897, 0.5961], [4.8317, 1.8611, -0.2553], [5.0786, 1.2761, 1.8138], [5.0300, 1.7391, 3.2944], [-4.6521, 1.6848, 1.1897], [-3.9770, 1.0519, 2.4305], [3.3430, -3.7484, -2.6784], [3.3097, -2.7221, -3.7741], [-2.6501, 1.3339, -4.4537], [-1.6331, 0.1546, -4.5181], [2.1825, -0.2369, -4.8772], [1.5504, 0.9472, -5.7392], [0.3508, -1.2558, 6.5568], [-0.0356, -1.4690, 5.0532], [-6.0439, 1.7872, -0.9538], [-4.5939, 2.3901, -0.8348], [-1.0153, -5.3366, 1.7780], [-2.0188, -6.2183, 1.0338], [3.0713, 3.8401, -3.1958], [4.6453, 3.9973, -3.3334], [-1.5709, -4.0916, -4.3107], [-2.4530, -4.8960, -3.3131]],
  "lowdin_charge": [-0.05, -0.03, -0.06, -0.07, -0.07, -0.02, -0.04, -0.06, -0.06, -0.06, -0.07, -0.01, -0.06, -0.07, -0.07, -0.01, -0.05, -0.04, -0.12, -0.08, -0.09, -0.06, -0.04, -0.05, -0.08, -0.11, -0.08, -0.05, -0.07, -0.05, 0.05, -0.04, -0.01, 0.04, 0.01, 0.06, 0.07, 0.03, 0.04, 0.05, 0.00, 0.02, 0.05, 0.02, 0.04, -0.02, 0.05, -0.04, -0.02, 0.01, 0.02, 0.06, 0.00, -0.06, 0.07, 0.01, 0.00, 0.07, 0.00, 0.01, 0.00, 0.01, 0.04, 0.02, 0.01, 0.05, -0.02, 0.05, 0.02, 0.03, -0.03, 0.09, -0.01, -0.03, 0.08, 0.03, -0.01, 0.02, 0.04, 0.07, 0.05, 0.02, 0.09, 0.08, 0.08, 0.07, 0.07, 0.11, 0.06, 0.09]
}

***

No. 4
{
  "formula": "C2H3ClNOP",
  "method": "ωB97M-V/def2-TZVPD",
  "e_above_lowest_ev": 3.875,
  "multiplicity": 1,
  "e_homo_ev": [-11.25, -9.38],
  "symbols": ["C", "C", "N", "O", "P", "Cl", "H", "H", "H"],
  "xyz": [[0.8019, 1.6901, 0.4907], [-1.0723, -0.6589, 0.0532], [1.0931, 2.2876, 1.4451], [0.2935, 0.9301, -2.0880], [0.3473, 0.4326, -0.7204], [2.2897, -2.4442, 0.1221], [-1.6406, 0.2254, 0.5462], [-1.6142, -1.2082, -0.6688], [-0.4984, -1.2546, 0.8199]],
  "lowdin_charge": [-0.32, -0.17, 0.12, -0.34, 0.77, -0.19, 0.07, 0.02, 0.03]
}

***

No. 5
{
  "formula": "C4H6N4O",
  "method": "ωB97M-V/def2-TZVPD",
  "e_above_lowest_ev": 4.291,
  "multiplicity": 1,
  "e_homo_ev": -9.53,
  "symbols": ["C", "C", "C", "C", "H", "H", "H", "H", "H", "H", "N", "N", "N", "N", "O"],
  "xyz": [[-1.0046, 0.5816, 0.6954], [-1.0356, -1.0686, 0.4918], [0.5100, -0.8074, 0.3010], [0.4441, 0.5519, 0.3273], [-1.4803, 2.0069, -0.7989], [-2.7716, 1.6160, -0.0231], [-1.1320, 0.8551, 1.7913], [-1.4312, -1.5698, 1.3987], [-1.7533, -0.2116, -1.1830], [2.4108, -1.8026, -0.2766], [-1.9106, 1.2351, -0.3563], [1.8733, -0.8971, -0.1298], [2.4016, 0.2811, -0.3215], [1.6017, 1.2333, -0.0993], [-1.8859, -1.1758, -0.6817]],
  "lowdin_charge": [-0.20, -0.18, -0.07, -0.24, 0.07, 0.08, 0.15, 0.14, 0.13, 0.18, 0.05, 0.02, -0.07, 0.06, -0.13]
}

***

no.,E (eV)
1,-88250.0773
2,-28705.6335
3,-62402.2679
4,-27468.3406
5,-12248.6873